125
Properties=species:S:1:pos:R:3:forces:R:3 method="wB97M-V/def2-TZVPD" homo_lumo_gap_ev=9.11 charge=+1 lumo_energy_ha=-0.093 spin_multiplicity=1
C 1.93789 -4.93244 -1.08582 -0.3251 -0.0170 0.0155
C 0.58235 -4.44197 -1.59468 0.4033 -0.2772 -0.4824
N 0.44031 -3.01022 -1.83445 -1.0131 -0.7540 0.9875
C 0.32993 -2.12296 -0.67764 2.2073 1.5451 -0.6205
C -0.13473 -2.65349 0.68344 -1.1757 -0.0706 0.1039
C -1.55046 -2.24798 1.01518 -0.3029 0.0945 0.2080
C -2.65998 -2.71593 0.31566 0.5565 0.1216 0.4540
C -3.91470 -2.25111 0.66765 -0.4265 -0.1392 -0.2561
C -4.10273 -1.31901 1.68175 0.6667 -0.4150 0.1225
C -3.00138 -0.85316 2.39922 -0.4634 -0.5582 -0.7599
C -1.74441 -1.32588 2.03613 -0.0193 0.0281 0.1914
C 1.77511 -1.55793 -0.40370 0.4176 0.0258 0.0186
N 1.96145 -0.43800 -1.38143 1.4632 -0.4234 0.8501
C 0.71281 0.33357 -1.20776 -0.9796 0.2853 0.8131
C 0.63044 1.17696 0.09289 1.0809 -0.5663 -0.0750
C 1.96370 1.62915 0.67747 -0.7264 1.1354 0.9889
O 2.87115 2.18654 -0.27935 0.0241 -1.2289 -0.6287
C 2.34591 3.18496 -1.02404 0.4602 0.3743 -0.0892
O 1.64499 4.03864 -0.60320 -0.7256 0.2225 0.2258
C -0.37362 -0.79438 -1.16405 0.3621 1.3027 -1.3489
C -1.04461 -0.78264 -2.55902 -1.2657 -0.0080 0.2851
O -2.20929 0.04760 -2.44684 0.3951 -0.1367 -0.1517
C -3.40381 -0.70621 -2.55122 -0.8328 0.1960 0.0025
C -4.59143 0.14868 -2.12674 0.2813 -0.5148 0.5622
H 2.21548 -4.49557 -0.12722 0.0964 0.0815 0.0300
H 2.70163 -4.72880 -1.83338 0.1965 0.0952 0.0807
H 1.89815 -6.01106 -0.94746 0.0313 -0.0980 0.0155
H 0.41006 -4.93418 -2.55176 -0.1107 -0.0017 -0.0917
H -0.21858 -4.79462 -0.95214 -0.1405 0.1591 0.1102
H 1.09988 -2.67190 -2.51976 0.0422 -0.0244 -0.0828
H -0.04216 -3.72558 0.84235 0.2441 -0.0972 -0.3993
H 0.48733 -2.18803 1.44142 0.1308 -0.0798 0.1087
H -2.49755 -3.43422 -0.47770 -0.2632 -0.0640 -0.1011
H -4.77649 -2.62688 0.13090 -0.0668 0.0247 -0.0047
H -5.08546 -0.96889 1.92688 -0.2742 -0.2140 0.0055
H -3.16131 -0.13428 3.19872 -0.1163 -0.4559 -0.3155
H -0.88017 -0.97070 2.57221 0.1900 -0.0723 0.0591
H 1.92824 -1.04772 0.54521 -0.5286 -0.1597 0.2276
H 2.62305 -2.23355 -0.47592 -0.3268 -0.4139 -0.2407
H 2.83191 0.02741 -1.09842 -0.3040 0.6168 -0.0983
H 2.18780 -0.75159 -2.32930 -0.6647 0.0340 -0.2054
H 0.58870 1.06098 -2.00172 0.0080 -0.4012 -0.5148
H 0.13727 0.62825 0.89415 -0.1221 -0.0983 0.0113
H 0.00730 2.03420 -0.14110 -0.0933 0.0776 0.0115
H 2.46220 0.84499 1.23808 0.4123 -0.1234 -0.3114
H 1.73252 2.40029 1.41330 0.0385 -0.0041 0.1297
H 2.66328 3.10860 -2.06953 0.2487 0.3736 0.2676
H -1.12333 -0.33276 -0.53180 -0.2792 -0.7791 0.3840
H -1.36561 -1.76177 -2.90059 0.2714 -0.2126 0.0555
H -0.43538 -0.32155 -3.33860 0.3258 -0.1832 0.0125
H -3.38305 -1.56653 -1.87835 0.2680 -0.1227 -0.1135
H -3.55096 -1.07960 -3.56771 0.2420 0.0493 -0.1841
H -4.42345 1.20412 -2.31169 -0.0969 0.0764 -0.2265
H -4.72852 -0.00400 -1.05573 -0.0161 0.3592 0.1455
H -5.50736 -0.21407 -2.58358 -0.0676 0.1689 -0.2824
C 3.38993 0.68372 -5.08637 0.1724 0.1149 -0.3429
Cl 2.94392 1.57941 -6.52917 -0.0255 -0.0278 0.1100
Cl 2.59713 -0.89948 -5.10695 0.3704 -0.2556 0.3940
Cl 5.13597 0.47789 -5.01738 -0.0794 -0.0463 0.0546
Cl 2.85561 1.57979 -3.64182 0.0866 -0.2314 -0.4400
C -0.38008 1.65021 5.20632 -0.0242 0.0701 0.0886
Cl -0.47309 3.39458 4.96318 0.0178 -0.0389 -0.0316
Cl 1.27496 1.09411 4.89030 0.0080 -0.0162 -0.0214
Cl -0.83054 1.25224 6.86000 0.0203 -0.0186 -0.0468
Cl -1.48038 0.83645 4.08025 0.5596 0.8722 0.6821
C -1.24270 0.64230 -7.12388 -0.0270 -0.0112 -0.0796
Cl -2.88748 0.02550 -7.01716 0.0447 -0.0222 0.0224
Cl -0.79277 0.92901 -8.81370 0.1321 -0.1014 0.2317
Cl -1.11194 2.15197 -6.21747 0.0062 -0.0043 0.0171
Cl -0.12124 -0.54658 -6.43379 -0.3154 0.1123 -0.1506
C -1.82729 -2.80145 7.38268 0.0445 -0.0040 0.0421
Cl -2.76743 -1.90876 8.58020 0.0131 0.0183 -0.0239
Cl -0.10215 -2.61353 7.72704 -0.0624 0.0223 0.0365
Cl -2.27228 -4.50685 7.43605 0.0026 0.0233 0.0042
Cl -2.16047 -2.15776 5.76933 -0.0414 -0.0250 -0.0752
C 1.19067 -6.85877 7.69088 0.0272 -0.0602 0.0530
Cl 2.86609 -7.37222 7.89566 -0.1404 -0.0507 0.0557
Cl 1.10531 -5.68595 6.36601 0.0216 -0.0278 -0.0339
Cl 0.18271 -8.25517 7.30202 -0.0088 0.0253 -0.0082
Cl 0.61552 -6.11226 9.18255 0.0115 0.0087 -0.0209
C -6.17688 2.76766 2.12824 0.0435 0.1251 0.0418
Cl -5.01726 1.42394 2.09318 -0.2347 0.5895 -0.0487
Cl -5.30057 4.28572 2.33247 0.0044 -0.1246 0.0112
Cl -7.06915 2.80149 0.60534 0.0127 -0.0255 -0.0076
Cl -7.30049 2.53914 3.46835 0.0414 -0.0044 -0.0190
C 2.09282 8.00564 -1.05336 -0.0429 0.0579 0.0038
Cl 2.80278 6.77387 -2.11443 0.0284 0.0457 -0.0325
Cl 3.38613 8.92085 -0.27504 -0.0008 -0.0183 -0.0145
Cl 1.08657 9.09020 -2.01101 0.2850 -0.2346 0.0402
Cl 1.09760 7.22525 0.17727 0.0334 -0.0328 0.0077
C -2.45899 9.63519 -0.10360 -0.0266 0.0166 -0.0177
Cl -2.58193 8.07111 -0.91841 0.0112 -0.0104 0.0096
Cl -1.52974 10.74879 -1.11275 -0.2626 0.2186 0.2538
Cl -4.07622 10.28750 0.16577 0.1116 -0.0101 -0.2832
Cl -1.64087 9.43251 1.44837 0.1180 0.1342 -0.0860
C 7.15200 -6.77117 6.81615 0.0523 0.0546 -0.0665
Cl 8.23645 -5.40383 7.08787 -0.0137 -0.0138 0.0091
Cl 7.05249 -7.74510 8.28834 -0.0120 -0.0109 0.0050
Cl 5.53979 -6.17517 6.40396 0.1233 0.0443 -0.0559
Cl 7.76896 -7.76529 5.49626 -0.0400 0.4337 -0.0914
C -0.22942 9.90098 -5.73650 0.0237 0.0546 -0.0513
Cl 1.40204 9.24190 -5.58287 -0.0105 0.0064 -0.0052
Cl -0.25698 11.10643 -7.02396 -0.0097 -0.0090 0.0128
Cl -1.35737 8.59729 -6.12233 -0.0027 -0.0065 0.0170
Cl -0.71512 10.65727 -4.21090 -0.0234 -0.0316 -0.2348
C 6.28220 -3.20550 -1.77758 0.2533 -0.0894 0.0378
Cl 7.46216 -1.92795 -1.50820 -0.0592 0.0034 -0.0075
Cl 6.22873 -4.28073 -0.38401 -0.0430 0.0298 -0.0170
Cl 4.66865 -2.47040 -1.99845 -0.0141 0.0815 -0.1537
Cl 6.69585 -4.11438 -3.22433 -0.0521 0.0328 0.0130
C 7.94469 -12.05779 5.28994 0.0172 -0.0560 0.0707
Cl 7.92377 -10.72180 6.44352 0.0257 -0.4281 0.0877
Cl 7.14788 -13.46708 5.99398 0.0006 0.0173 -0.0176
Cl 7.08725 -11.56964 3.82080 -0.0060 0.0123 -0.0126
Cl 9.61503 -12.46318 4.88732 -0.0107 0.0064 -0.0051
C -5.16004 2.11629 -10.51832 -0.0390 0.0397 -0.0218
Cl -6.03883 3.19410 -9.42858 0.0101 -0.0102 -0.0001
Cl -3.52543 1.85530 -9.89393 -0.2150 0.1004 -0.1683
Cl -6.00049 0.56545 -10.61736 0.0087 0.0025 0.0085
Cl -5.07072 2.84328 -12.12333 0.0047 -0.0107 0.0209
C -5.22998 8.11652 3.46283 -0.0494 0.0343 0.0354
Cl -5.06647 9.85584 3.21934 -0.0779 -0.0656 0.2880
Cl -3.70996 7.31797 3.02707 -0.0990 -0.1074 0.0509
Cl -5.60142 7.78762 5.15660 0.0108 -0.0254 -0.0045
Cl -6.52777 7.49174 2.44229 -0.0268 0.1255 -0.0188

---

75
Properties=species:S:1:pos:R:3:forces:R:3 method="wB97M-V/def2-TZVPD" homo_lumo_gap_ev="8.58 / 5.32" de_lowest_kj_mol=59.5 charge=+1 lumo_energy_ha="-0.091 / -0.213" spin_multiplicity=6
Fe -0.73822 -0.17534 -0.67297 0.8784 0.2475 0.0417
C 2.15964 2.12795 1.46154 -0.0076 0.0431 -0.0200
C 2.55595 1.77205 0.02485 -0.0808 -0.0873 0.0074
P 2.82499 -0.06062 -0.15250 0.0528 0.0539 0.0889
C 4.44703 -0.15667 -0.97937 0.0174 -0.0035 -0.0253
C 5.56062 -0.21547 -0.14131 -0.0068 -0.0134 -0.0064
C 6.83984 -0.25490 -0.67314 0.0011 0.0010 -0.0250
C 7.01691 -0.25895 -2.04915 -0.0065 0.0043 0.0090
C 5.91443 -0.21686 -2.89032 0.0049 0.0101 0.0194
C 4.63454 -0.16035 -2.35955 -0.0034 0.0128 -0.0038
C 1.71758 -0.60942 -1.51078 -0.1019 -0.1104 -0.0300
C 1.55124 -1.99979 -1.63905 -0.0045 0.0217 -0.0219
C 0.85859 -2.54420 -2.70949 -0.0030 0.0147 -0.0153
C 0.25974 -1.71117 -3.64862 0.0083 -0.0287 0.0027
C 0.35495 -0.33487 -3.50603 -0.0291 0.0254 0.0042
C 1.09576 0.21565 -2.45506 -0.1050 0.0699 -0.0942
C 0.69342 1.81842 1.77476 0.0421 0.0295 0.0242
P 0.21371 0.06677 1.56637 -0.3859 0.1393 0.1113
C 0.81134 -0.83936 3.02283 0.0412 -0.0426 -0.1675
C 1.84869 -1.76161 2.94092 -0.0116 -0.0535 -0.0668
C 2.29141 -2.40931 4.08547 -0.0091 -0.0043 0.0140
C 1.70616 -2.13374 5.31119 -0.0037 0.0119 -0.0329
C 0.66944 -1.21286 5.39614 -0.0091 -0.0092 0.0104
C 0.21751 -0.57077 4.25678 0.0029 0.0576 0.0092
C -1.60573 0.05635 1.79377 -0.0671 -0.0553 0.1319
C -2.20510 -1.20382 1.96288 -0.0148 0.0333 0.0188
C -3.57786 -1.31990 2.09082 -0.0007 0.0068 -0.0109
C -4.37635 -0.18452 2.02969 -0.0088 -0.0009 -0.0150
C -3.79927 1.06243 1.84214 0.0039 -0.0167 -0.0168
C -2.42131 1.18849 1.72710 0.0687 0.0349 -0.0717
H 2.29064 3.20146 1.61016 0.0415 -0.0081 0.0160
H 2.81981 1.62520 2.17340 -0.0227 -0.0072 0.0123
H 3.49918 2.25099 -0.24095 -0.0194 0.0065 0.0288
H 1.80368 2.16011 -0.66475 0.0557 0.0036 -0.0293
H 5.42549 -0.23720 0.93431 -0.0051 -0.0011 0.0094
H 7.69655 -0.29525 -0.01493 0.0219 0.0008 0.0173
H 8.01363 -0.29924 -2.46596 0.0233 -0.0025 -0.0106
H 6.05117 -0.22238 -3.96277 0.0022 -0.0003 -0.0318
H 3.78509 -0.11783 -3.02957 -0.0028 -0.0024 -0.0120
H 2.01431 -2.65378 -0.90862 0.0052 -0.0100 0.0104
H 0.77886 -3.61833 -2.80715 0.0004 -0.0288 -0.0038
H -0.28542 -2.13309 -4.48226 -0.0003 -0.0068 -0.0114
H -0.11833 0.32733 -4.21893 -0.0137 0.0245 -0.0039
H 1.21828 1.29077 -2.42257 -0.0027 0.0133 0.0452
H 0.06527 2.40358 1.09689 -0.0170 -0.0114 0.0058
H 0.43819 2.10735 2.79820 0.0146 0.0133 -0.0197
H 2.31672 -1.96363 1.98713 0.0031 0.0157 0.0066
H 3.09575 -3.12835 4.01619 0.0181 -0.0166 0.0019
H 2.05358 -2.63756 6.20235 0.0126 -0.0107 0.0226
H 0.20897 -0.99806 6.35051 -0.0062 0.0016 0.0178
H -0.60175 0.13468 4.33144 -0.0058 0.0083 -0.0155
H -1.58290 -2.09053 2.02568 0.0089 -0.0085 0.0122
H -4.02463 -2.29387 2.23846 -0.0080 -0.0155 0.0023
H -5.45000 -0.27362 2.12664 -0.0185 -0.0003 -0.0006
H -4.41887 1.94675 1.78819 -0.0148 0.0257 -0.0024
H -1.99312 2.17076 1.57672 -0.0111 0.0221 0.0100
F -1.25555 1.65252 -1.10951 -0.0726 0.1108 -0.0069
Sb -1.41368 3.53020 -1.92941 -0.0428 -0.1677 0.1459
F -3.26104 3.30208 -1.67518 0.0325 -0.0365 0.0023
F -1.54133 5.23266 -2.64497 -0.0128 0.0162 -0.0344
F -1.53027 2.56131 -3.53295 0.0166 0.0534 -0.0111
F 0.46360 3.45026 -2.04825 -0.0161 -0.0252 0.0197
F -1.25554 4.05219 -0.12928 0.0350 0.0130 -0.0469
Se -2.28535 -1.88867 -1.42376 -0.3133 -0.4076 -0.0019
C -3.99776 -1.15362 -1.50511 0.0479 -0.0406 -0.0481
C -5.07640 -2.05275 -1.50677 -0.0163 0.0225 0.0004
C -6.36507 -1.56209 -1.55062 0.0156 -0.0218 -0.0075
C -6.58484 -0.18847 -1.62350 -0.0237 -0.0017 -0.0027
C -5.51716 0.70098 -1.65012 0.0303 0.0153 0.0114
C -4.22200 0.22540 -1.58578 -0.0543 -0.0161 0.0044
H -4.89300 -3.11788 -1.46777 0.0089 -0.0191 0.0060
H -7.20199 -2.24618 -1.54270 -0.0143 -0.0088 0.0032
H -7.59779 0.18740 -1.67180 -0.0160 0.0109 -0.0009
H -5.68543 1.76623 -1.72389 -0.0068 0.0230 -0.0010
H -3.39917 0.91856 -1.61641 0.0807 0.0831 0.0208

---

| no. | maximum force (eV/A) |
| --- | --- |
| 1 | 2.765 |
| 2 | 0.914 |